(1)
98
Properties=species:S:1:pos:R:3:forces:R:3 method="wB97M-V/def2-TZVPD" fmax_ev_per_a=0.56 multiplicity=4 e_above_lowest_kcal_mol=0.00
C 3.60975 2.96502 -1.93180 0.0152 -0.0065 -0.0411
H 3.72790 -3.34946 -1.05209 -0.0120 0.0007 0.0019
H 5.81740 2.39235 4.28581 -0.0059 -0.0002 -0.0036
C -4.08930 0.18032 4.11075 0.0199 0.0329 -0.0149
C -0.52399 -1.93536 -2.60832 0.0379 0.0037 -0.0056
C 0.41755 -5.30879 3.54085 0.0156 -0.0214 0.0081
H -1.50209 -3.82910 -2.24644 0.0040 0.0025 0.0102
F -0.69345 -0.95480 4.39022 0.0417 -0.0650 0.0423
C 2.20001 -3.36078 2.70355 0.0083 -0.0108 0.0244
H 4.73395 3.22845 -3.82290 -0.0050 -0.0065 0.0082
H -0.13921 -1.34245 -4.69352 -0.0053 -0.0102 -0.0017
H 0.74498 6.98351 0.45212 0.0069 -0.0056 -0.0008
H 5.26941 -0.16112 4.01145 -0.0030 0.0076 -0.0015
O -1.39123 -4.14084 2.64046 -0.0424 0.0187 -0.0117
O 1.28920 -1.21351 1.20955 -0.0446 -0.0481 0.0876
H -1.59716 -3.29300 2.19086 0.0055 0.0017 0.0054
C 5.89234 2.67058 -2.08990 -0.0047 -0.0183 0.0408
H 3.95081 -2.58751 -3.35530 -0.0042 -0.0046 0.0055
H 1.76137 3.57261 2.91858 -0.0160 -0.0037 0.0018
C 2.88636 -2.34237 -3.28166 -0.0162 -0.0018 0.0286
H 1.76969 1.35091 -2.69836 0.0033 0.0462 0.0407
H 0.23446 -3.87462 -1.95250 -0.0225 -0.0074 -0.0089
S 5.57548 2.35341 -0.44215 0.0247 0.0133 -0.0309
C 2.23383 3.80076 0.83784 -0.0494 -0.0067 -0.0870
C -1.51213 0.95178 3.25728 -0.0821 -0.0094 -0.0105
H 3.60438 -0.14883 -0.71712 0.0187 0.0259 0.0205
C 2.80407 -2.79817 -0.84392 0.0059 -0.0080 0.0056
H 4.53527 3.83298 2.48964 -0.0050 0.0022 0.0116
C 3.68014 2.00323 1.74664 0.0267 0.0670 0.0338
C -1.72535 -0.19703 4.02514 -0.0282 0.1013 -0.0287
C 5.16040 1.97996 3.53383 0.0118 0.0391 -0.0143
C 1.05784 5.44883 1.99008 -0.0052 -0.0249 0.0309
H 0.56702 -2.90519 -4.26546 0.0019 0.0132 -0.0145
Mn 0.55971 0.41660 0.45299 -0.4208 -0.0967 0.3560
Si 0.91701 -0.83396 -1.94538 -0.0026 -0.1722 -0.0344
C 1.12681 6.02350 0.76139 -0.0040 -0.0276 -0.0272
C 1.04762 0.64022 -3.08894 -0.0335 0.0374 -0.0579
C -0.78216 2.73165 -0.99552 0.0724 -0.0629 0.0457
C 4.89922 0.65031 3.40539 -0.0339 -0.0047 -0.0197
H -1.68424 4.46220 -1.85137 0.0058 -0.0023 0.0011
H 6.90076 2.62192 -2.46824 -0.0101 -0.0090 -0.0042
C -1.86057 -1.18679 -2.56152 0.0153 0.0006 -0.0203
H -1.16882 -2.75598 -4.49079 0.0119 -0.0041 0.0060
N -0.89566 -1.82765 1.49007 0.0617 0.0949 -0.0788
C 2.91205 2.46848 0.52023 0.0375 -0.0921 0.0721
C -2.18779 1.09995 -0.13429 0.0578 -0.0574 -0.0013
F -3.14582 -1.68015 5.18767 0.0077 -0.0089 -0.0096
C -1.85695 3.50681 -1.37732 -0.1167 0.0133 -0.0117
C 1.76468 -5.43717 3.80167 -0.0021 0.0225 -0.0091
H 3.72460 -4.55953 3.60270 -0.0021 0.0000 0.0016
C -0.06836 -4.19568 2.85248 0.0513 0.0020 0.0080
C 3.89543 2.63951 -0.63857 -0.0299 -0.0758 0.0373
N -1.06355 -0.66917 0.80631 0.2413 -0.0343 -0.0234
C -2.22160 -0.16987 0.57235 -0.0299 0.0831 -0.0050
C 0.40630 -2.02678 1.67689 -0.0783 0.1934 -0.1803
H 2.11962 -6.30721 4.33973 -0.0022 0.0019 -0.0004
H -1.79838 -0.19224 -3.01098 -0.0172 -0.0002 0.0164
H -2.60626 -1.75599 -3.12680 0.0005 0.0188 0.0023
H 0.57439 5.90659 2.84097 0.0081 -0.0077 -0.0025
C 3.73293 -0.65741 -1.66909 0.0034 0.0233 -0.0244
H 2.33136 -3.27384 -3.39872 0.0167 0.0199 -0.0107
H 2.88260 -2.37228 0.15235 0.0198 -0.0218 -0.0538
H 0.23974 3.04981 -1.14604 0.0051 -0.0013 -0.0085
C -3.31262 1.82247 -0.50087 -0.0190 -0.0574 0.0478
F -2.54184 2.83567 2.25241 0.0061 0.0954 -0.0261
C -2.64945 1.70114 2.95249 0.0648 -0.1012 0.0726
H -3.13704 -0.65116 0.89740 0.0061 -0.0279 -0.0324
C -0.65813 -3.25646 -1.84570 -0.0367 0.0127 -0.0070
H 1.98391 -3.51803 -0.83903 0.0263 -0.0107 0.0177
H -0.29543 -6.05545 3.86367 0.0037 0.0022 -0.0016
F -4.98177 2.06860 3.02780 -0.0297 0.0311 -0.0146
S 1.98262 5.04108 -0.34498 0.0482 0.0021 -0.0063
C 1.70049 4.18197 2.03102 -0.0324 -0.0060 0.0431
H -2.23523 -1.08975 -1.54944 -0.0270 0.0085 0.0473
C -3.91806 1.32716 3.35960 -0.0330 -0.0021 0.0141
H 2.87571 -2.58094 2.37991 -0.0015 0.0036 -0.0024
C 4.46078 2.75812 2.57365 0.0028 -0.0400 0.0416
S 3.80185 0.33816 2.13565 0.0150 -0.0064 0.0115
O 1.98176 1.47490 0.12158 0.0615 0.1983 -0.2900
C -0.28105 -2.24772 -4.09940 0.0222 0.0081 0.0187
C 4.75567 2.98424 -2.77025 -0.0262 0.0384 -0.0048
H 0.09055 1.14399 -3.23372 0.0055 0.0024 0.0093
H -4.29593 1.43648 -0.26738 0.0057 0.0043 -0.0037
H -4.00395 3.63091 -1.41268 0.0034 -0.0039 -0.0029
C -2.98341 -0.58111 4.44996 0.0268 -0.0367 0.0135
H 2.64556 -1.68311 -4.11864 0.0094 -0.0100 -0.0003
N -0.94058 1.54977 -0.39765 0.0889 0.0067 -0.0191
H -0.83917 -3.10205 -0.77919 0.0114 -0.0085 -0.0164
F -5.30563 -0.18362 4.51562 -0.0542 -0.0184 0.0014
H 2.61157 3.18662 -2.27833 0.0010 -0.0097 -0.0360
C 0.83780 -3.21050 2.41669 0.0265 -0.0375 0.0322
H 4.70357 -1.16497 -1.65340 0.0020 0.0102 -0.0043
H 3.76696 0.09772 -2.45734 0.0050 0.0161 0.0125
H 1.40163 0.30755 -4.06932 0.0060 0.0161 0.0116
S 0.06958 1.43113 2.71078 0.1099 -0.0473 -0.0274
C -3.14286 3.04062 -1.12915 0.0474 0.0619 -0.0291
C 2.66980 -4.45877 3.38766 -0.0056 -0.0069 0.0026
C 2.63820 -1.70182 -1.90145 -0.0695 -0.0364 0.0319



(2)
95
Properties=species:S:1:pos:R:3:forces:R:3 method="wB97M-V/def2-TZVPD" charge=+1 fmax_ev_per_a=2.57 multiplicity=2 e_above_lowest_kcal_mol=4.36
C -8.20184 -0.69705 0.66583 -0.0119 -0.0187 -0.0030
N 2.65696 0.20526 0.25974 0.3539 0.1849 0.4989
C 2.95997 -3.29852 -0.98070 -0.1776 -0.0632 -0.1608
C 2.22181 -2.00719 -0.85553 0.5954 0.0419 0.7928
H -2.91076 4.54520 -3.73507 0.0104 -0.0502 -0.0445
C -6.87245 -0.41618 0.95226 0.0416 0.0185 0.0040
C 0.52836 3.78286 2.92422 0.0319 0.0478 0.0291
C -2.37774 0.96952 1.74355 -0.1296 -0.0244 -0.0405
C 3.09961 -0.87401 -0.30487 -0.6818 -0.1775 -0.1982
C 6.52096 -2.42825 -0.51207 -0.0361 -0.0734 -0.0384
H -1.11434 -4.98077 -1.53660 0.0016 -0.0063 0.0541
O -1.01052 0.81059 1.35983 0.2568 -0.3344 -0.1668
C 2.17076 2.54133 1.68770 -0.1038 -0.1049 -0.1168
N -4.41683 0.28097 -2.53021 0.6468 0.2328 0.2691
C -0.11659 1.80269 1.75680 0.2789 0.0182 -0.0868
C -6.27760 -0.84097 -1.34783 0.0494 0.0879 0.0203
C 5.13622 -2.28321 -0.54464 0.0274 0.2711 0.0962
H -2.23099 -3.10310 0.75451 -0.0296 0.0291 0.0155
C -3.07989 6.05960 0.80216 0.0286 0.0228 0.0378
H -8.94709 -0.65524 1.44907 -0.0008 0.0269 -0.0142
N 1.49110 -0.09491 -5.26760 0.0853 -0.0925 0.0801
H 0.26143 4.62826 3.54376 0.0013 -0.0214 0.0203
S -2.37692 -0.94365 -1.31031 0.3505 0.8711 -0.4098
C -2.46536 1.63800 -2.19887 1.5603 2.0353 0.0520
H -3.90438 1.86259 -4.63449 -0.0404 0.0820 -0.0460
N 1.40538 0.55926 0.40837 0.1965 -0.3667 -0.2324
C -8.56867 -1.03654 -0.62657 -0.0516 -0.0037 0.0262
H 3.18101 2.39024 1.33886 0.0274 0.0225 0.0050
H -1.29178 -3.48795 2.19385 0.0691 -0.0287 -0.0031
H -4.78746 4.45779 -1.64010 -0.0062 0.0066 0.0073
Re -0.21839 -0.15253 -0.56309 -1.1246 0.8404 0.5481
H 4.73348 -4.39023 -0.90216 -0.0251 -0.0261 0.0426
C 1.83512 3.61385 2.49744 -0.0048 0.0094 0.0255
H -3.24706 6.58057 1.73618 0.0084 -0.0037 -0.0104
S -0.92288 1.91194 -1.46822 -0.9887 -1.5248 -0.0498
C -3.94208 4.86589 -1.09626 0.0228 -0.0255 0.0319
C -0.49624 -4.08166 -1.57928 0.1882 0.0203 0.2625
H -1.46298 3.00210 2.92866 0.0053 -0.0055 -0.0415
C -1.58557 5.26977 -0.90646 -0.0193 -0.0223 -0.0682
H 7.40176 0.80165 -0.06097 0.0147 -0.0119 0.0202
C -5.21720 -0.93189 -2.42589 -0.1082 -0.1410 0.1359
H 6.94778 -3.41554 -0.64060 0.0209 0.0121 -0.0068
H -1.10376 -3.27920 -2.00302 0.0097 -0.0076 0.0214
C 1.19176 1.64059 1.28506 0.0304 0.2310 0.0022
O 1.04391 -2.14998 -0.08936 -0.1610 0.6333 -0.3952
H -5.99184 1.21099 -3.51686 0.0125 -0.0554 0.0026
H -5.48447 2.01837 -2.02616 -0.0517 -0.0572 -0.0179
H 4.95295 1.06265 -0.07574 0.0022 0.0226 0.0070
H -1.14548 -1.89576 1.45076 0.0224 -0.0418 0.0323
N -3.01454 2.65636 -2.91045 -0.0736 -0.3066 0.2265
C 6.76986 -0.06832 -0.17986 -0.0181 -0.0453 -0.0124
O 0.73316 -0.70971 -2.20774 0.3724 -0.3297 -0.5430
H -2.90905 0.11545 1.33536 0.0322 -0.0170 -0.0037
C -7.61120 -1.10330 -1.63016 0.0354 -0.0265 -0.0639
C -2.65550 4.73105 -1.60921 0.0433 -0.1026 -0.0216
H -7.90832 -1.36857 -2.63861 0.0141 0.0014 0.0003
H -0.95379 6.35452 0.82803 -0.0126 -0.0147 0.0060
C -4.15460 5.52489 0.10470 -0.0571 -0.0321 -0.0393
H 1.58561 -5.61106 0.33557 0.0266 0.0093 0.0262
H -1.36795 3.93952 -3.13942 0.0080 -0.0175 -0.0441
H -4.87984 -0.27805 0.17259 0.0347 0.0120 0.0260
C 7.33749 -1.32872 -0.32988 0.0837 0.0085 0.0086
H -5.16058 5.63223 0.48962 0.0091 0.0019 0.0041
C -1.79618 5.93488 0.29317 0.0181 0.0296 0.0190
H 0.56690 -5.39590 1.75262 -0.0295 0.0220 -0.0083
C 4.27014 -3.41734 -0.78714 0.0094 0.0089 -0.1905
C 1.17296 -4.86471 1.01592 -0.2261 -0.0096 -0.2129
Si 0.11998 -3.59211 0.12725 -0.3263 -0.0492 0.2503
C 2.36621 -1.62820 -3.40030 -0.4912 0.0626 0.7625
H 2.36380 -4.16005 -1.25171 0.0427 0.0087 -0.0164
C -3.14708 0.40345 -2.06116 -0.9126 -1.8909 0.2243
H -0.58127 5.16495 -1.29941 0.0115 -0.0121 0.0108
C 4.55699 -1.01867 -0.36509 0.3161 -0.0099 -0.0600
H -2.46094 0.96502 2.83016 0.0425 0.0259 -0.0082
N 4.13364 -3.27664 -4.23400 -0.0594 0.1120 0.1706
H -6.57955 -0.14331 1.95838 -0.0096 -0.0170 -0.0079
C -4.19344 2.37445 -3.70974 -0.1127 -0.2055 -0.0647
C 5.39607 0.08485 -0.19316 -0.1279 -0.0534 -0.0394
H -4.54890 -1.76635 -2.22549 0.0051 -0.0036 -0.0683
H 8.41238 -1.44742 -0.31215 -0.0070 -0.0032 -0.0100
C 3.37084 -2.55617 -3.75994 0.3531 -0.3467 0.0687
C -1.26274 -2.96257 1.23861 0.1053 -0.1706 -0.2060
H 2.59894 4.32234 2.78790 -0.0111 0.0015 0.0100
H -2.78637 1.89470 1.33204 0.0366 0.0141 -0.0134
H -9.60502 -1.24651 -0.85649 0.0126 -0.0094 -0.0085
C 1.88599 -0.78395 -4.43500 -0.2783 0.2413 -0.2387
H -5.69316 -1.10334 -3.39393 0.0278 0.0241 -0.0132
C -5.91848 -0.48918 -0.04952 -0.0070 0.0016 0.0003
H -4.68550 3.30915 -3.96825 0.0042 0.0081 0.0214
C -0.45405 2.86781 2.56539 -0.1459 0.0134 0.0792
N 1.75382 -1.51716 -2.21444 0.1049 0.2224 -1.0841
C -2.43601 3.99853 -2.92132 0.0256 -0.0004 0.1791
H 0.31892 -4.28445 -2.27821 0.0008 -0.0314 0.0164
C -5.12697 1.48636 -2.91503 -0.0390 0.3531 -0.1274
H 2.00322 -4.39316 1.54292 -0.0285 0.0427 0.0060